2 unconnected molecules or ions with the total composition C3H5N at a distorted geometry. Source: the Open Molecules 2025 dataset; level of theory: wB97M-V/def2-TZVPD.

Values from the calculation:
**Energy above the lowest of the compared OMol25 structures with the same formula, charge and spin**: 472.8 kJ/mol
**HOMO energy**: -7.72 eV

Structure (XYZ):
```
9
Properties=species:S:1:pos:R:3:forces:R:3
C -2.0774 0.6080 0.0695 -0.5930 4.3366 -0.2945
C -2.0696 -0.5653 0.0430 0.8582 -4.8631 1.5681
C 1.7325 -0.8811 0.1302 0.3549 -3.4337 -0.0030
N 1.6873 0.2155 -0.5004 -1.1685 3.1416 0.6135
H -2.2101 1.6976 0.0547 0.2426 -1.2227 -0.0689
H 1.4448 0.3029 -1.5078 0.4626 -0.3666 1.1009
H -1.8875 -1.6196 0.4074 -0.4918 1.7767 -1.2137
H 1.8447 -0.8418 1.2359 -0.0973 0.9489 -0.5338
H 1.5352 1.0838 0.0675 0.4322 -0.3177 -1.1686
```
Positions in Å, forces in eV/Å.

Results of the natural (NBO) charge analysis, in e, for atoms 1 through 4:
1 C -0.26
2 C -0.24
3 C -0.13
4 N -0.73